Record 1
Formula: C5H17N2OS
Source: OMol25
Level of theory: ωB97M-V/def2-TZVPD

Geometry (Å):
H  0.7348  -0.4462  -1.6219
H  3.0990  -0.7067  -1.4364
H  -1.1514  1.6960  -0.7180
H  -0.4662  -0.3900  1.0804
H  -3.1668  0.3935  1.4659
H  3.7249  -0.4623  0.1998
N  1.7028  -1.1002  0.1228
O  1.9622  2.7128  0.1843
C  2.8435  -0.3673  -0.4226
H  1.8269  -3.1708  -0.2084
H  -2.0789  -0.6889  -1.4991
C  -1.9679  -0.5637  -0.4271
H  0.0891  -1.9637  -0.7895
H  3.0553  -2.5513  0.8390
C  2.0153  -2.4418  0.5556
H  2.3067  3.6101  0.2588
H  0.4677  1.7165  -0.3364
C  -0.5746  -0.1607  0.0303
H  2.6006  0.6822  -0.5686
S  -3.3745  0.4139  0.1446
H  -2.1132  -1.5775  -0.0868
H  1.3927  -2.7789  1.3783
N  -0.4666  1.3386  -0.0529
H  -0.5381  1.7820  0.8592
H  2.1351  2.2066  0.9925
C  0.5204  -0.9646  -0.7247

Highest occupied orbital energy, eV: -12.0
Energy relative to the best compared isomer or geometry (same formula, charge and spin), kcal per mole: 28.69
Strongest force on any atom, eV Å⁻¹: 2.932
Gap between HOMO and LUMO, eV: 8.85
LUMO energy, eV: -3.16
Net charge: +1
Spin multiplicity: 1

Record 2
Formula: C5H17N2OS
Source: OMol25
Level of theory: ωB97M-V/def2-TZVPD

Geometry (Å):
N  -0.7085  1.1716  -0.4398
S  -3.6037  0.1932  0.3637
H  -1.0612  0.8217  1.7607
C  1.3986  -1.2954  -1.2050
H  2.2365  -0.2283  0.3406
C  0.4836  -0.6877  1.0630
C  -2.0400  -0.5890  0.5131
H  -1.3079  1.9732  -0.3942
N  1.3271  -0.3718  -0.0992
H  -3.6006  1.0313  1.3497
H  0.2638  -1.6396  1.3364
H  1.1568  -0.5527  -2.0433
H  2.7262  -2.1983  -2.4021
H  -2.1257  -1.3383  1.4205
H  0.8430  -0.3155  2.1563
H  2.6042  -3.2142  -1.1365
H  -0.7243  4.1251  1.4789
H  -0.7764  0.8519  -1.4022
C  -0.8674  0.2398  0.8781
O  -0.7238  3.5474  0.7433
H  0.3072  1.3992  -0.4061
H  -2.0072  -1.1928  -0.4387
H  3.7008  -1.8746  -0.9096
H  0.5053  -1.9657  -1.0141
H  -0.6670  4.2275  -0.0481
C  2.6610  -2.1179  -1.4653

Highest occupied orbital energy, eV: -12.6
Energy relative to the best compared isomer or geometry (same formula, charge and spin), kcal per mole: 79.58
Strongest force on any atom, eV Å⁻¹: 8.924
Gap between HOMO and LUMO, eV: 9.70
LUMO energy, eV: -2.92
Net charge: +1
Spin multiplicity: 1

Record 3
Formula: C5H17N3
Source: OMol25
Level of theory: ωB97M-V/def2-TZVPD

Geometry (Å):
N  -0.3859  0.6969  -0.3852
H  0.8426  1.1905  3.2306
H  -0.3187  2.1722  2.2177
H  -0.1338  -1.0906  2.4798
H  -1.6764  -1.6744  -0.6955
N  0.9726  -1.3050  -0.5476
H  -1.9476  -0.6695  -2.1283
H  0.5676  -1.6722  0.3067
H  1.5817  0.6913  -2.2396
C  0.0342  -0.4676  -1.2586
H  -1.6939  -0.7542  1.7069
H  2.2684  1.1210  1.4396
H  1.0190  -0.7148  -3.1585
N  1.4139  1.6390  1.2462
C  -1.2122  -1.2819  -1.6022
C  0.5544  1.5291  2.2381
H  -0.7245  0.3622  0.5996
C  0.7032  0.1007  -2.5088
H  0.0159  0.7435  -3.0627
H  -1.0802  1.2975  -0.8207
H  0.4769  1.2638  -0.0145
H  1.8086  -0.7909  -0.2941
C  -0.8616  -0.2981  2.2706
H  -1.2887  0.0316  3.2210
H  -0.9355  -2.1201  -2.2405

Highest occupied orbital energy, eV: -6.8
Energy relative to the best compared isomer or geometry (same formula, charge and spin), kcal per mole: 63.84
Strongest force on any atom, eV Å⁻¹: 0.270
Gap between HOMO and LUMO, eV: 7.52
LUMO energy, eV: 0.73
Spin multiplicity: 1